No. 1
A single C11H20N2O5 molecule in a non-equilibrium geometry. Source: OMol25; level of theory: ωB97M-V/def2-TZVPD.

Calculated values
- LUMO energy: 0.54 eV
- ΔE to the lowest compared entry with this formula, charge and spin: 547.4 kJ/mol
- HOMO level: -9.4 eV
- SMILES: CC[C@H](C)[C@H](NC(=O)[C@@H](N)CCC(=O)O)C(=O)O

The geometry in XYZ format:
```
38
Properties=species:S:1:pos:R:3:forces:R:3
C -0.2171 1.0342 0.9550 -4.08 -0.82 -1.29
C 0.3244 3.2818 0.0282 3.45 -0.36 -1.75
H -0.3874 -2.6649 -1.8695 -0.84 0.88 0.40
H -0.6402 4.5031 -1.1897 -1.72 -0.83 -0.12
O -0.2526 -3.4599 1.1530 -2.19 5.81 0.78
H 1.8049 -1.0178 -0.9462 -0.33 -2.83 -0.22
H 1.5516 2.2011 2.8253 -0.69 -1.38 4.17
H 1.0157 2.8945 -0.9132 -1.03 1.01 2.79
H 1.9066 -2.1284 -3.1481 0.41 0.61 -0.08
C 0.3365 -1.2742 0.2557 -4.63 1.29 -1.13
H -0.5507 2.8847 1.7794 1.09 -0.44 0.54
H 3.5145 -2.8570 0.1830 -2.65 0.43 0.20
H -0.3324 -0.8639 -0.6115 0.20 -1.29 1.57
C 1.3339 -2.0780 -0.5195 2.71 7.20 2.58
H 1.3240 -3.8031 -3.5054 0.39 1.48 1.77
H 0.5677 4.2981 0.3949 1.01 -0.60 -0.15
N 1.6801 2.3830 1.9153 0.38 1.83 -3.63
O -0.7491 1.2105 -1.5557 -1.48 4.57 -0.15
H -1.8462 3.5659 0.1249 1.81 1.27 -1.18
O -2.6809 2.1707 -1.9483 -0.97 0.50 -0.99
H 2.3016 3.2526 1.9854 -1.81 -1.23 -1.11
H 1.7215 0.2218 0.8646 -2.63 0.31 0.23
H -1.6809 -0.7191 1.6379 -0.05 1.74 -0.83
H 2.5907 -1.9648 1.4325 -0.62 0.13 -0.99
H 1.8994 -3.4902 0.9401 0.76 -0.02 -0.04
N 0.6529 0.0543 0.7915 3.52 -0.94 0.87
H 2.4010 -3.5136 -2.1066 1.80 -0.31 0.01
H 0.6650 -3.8668 -1.0033 -1.15 0.86 -0.86
O -1.5357 0.8840 0.7501 5.03 0.26 2.19
C -0.9238 3.5834 -0.6189 -4.99 -2.21 -0.85
O -1.5584 -1.6357 1.8498 1.37 -3.00 -0.02
C 2.3999 -2.6003 0.5311 1.45 -1.61 -0.75
C -1.4725 2.2691 -1.4229 3.98 -4.21 -1.36
C -0.5343 -2.1918 1.1650 0.92 -3.78 -0.20
C 1.6421 -3.0399 -2.6561 -2.73 -1.96 -1.68
C 0.3203 2.4086 1.2444 0.16 0.90 0.96
C 0.5909 -2.8450 -1.5026 3.57 -4.76 -1.51
H -2.7469 1.3637 -2.5698 0.60 1.51 1.79
```
Forces are in eV/Å.

No. 2
A single C11H20N2O5 molecule in a non-equilibrium geometry. Source: OMol25; level of theory: ωB97M-V/def2-TZVPD.

Calculated values
- LUMO energy: 0.34 eV
- ΔE to the lowest compared entry with this formula, charge and spin: 354.5 kJ/mol
- HOMO level: -9.7 eV
- SMILES: CC(C)C[C@H](NC(=O)[C@@H](N)CCC(=O)O)C(=O)O

The geometry in XYZ format:
```
38
Properties=species:S:1:pos:R:3:forces:R:3
H -0.6554 3.1288 0.4401 -1.81 1.56 -1.48
H -3.6620 0.5306 -0.4748 -0.73 -0.29 -0.28
H -0.4979 1.0136 1.4249 -0.02 -0.32 0.84
C 4.5156 0.6028 -0.2229 0.04 -0.75 -2.52
H -4.6572 -1.4466 0.2047 1.94 -1.80 1.83
O 0.6551 0.8897 -1.5275 1.14 -1.06 4.59
C -2.0859 -1.8032 -1.4569 -0.60 -1.36 0.00
H -1.1252 -1.3470 -1.6994 -0.16 -0.03 -0.41
O 4.5008 1.2176 0.8144 0.67 -0.57 -0.90
C 0.6500 0.7609 -0.2506 -3.02 1.40 -1.33
O -3.4931 2.9208 -0.4617 1.52 -0.22 -0.66
H -1.9800 -2.9233 -1.4708 0.35 0.91 0.40
H 1.2462 -0.7662 2.3455 -0.79 -2.34 0.80
C 3.4328 -0.3190 -0.9036 -0.42 2.03 1.10
O 5.5444 0.5756 -1.1858 2.27 2.77 3.52
C 1.6618 0.3177 0.8078 5.63 0.42 -2.46
N -0.5347 1.1146 0.4360 1.97 0.15 -0.47
H -2.9633 0.4613 1.1061 -0.87 -0.68 0.76
H 2.5594 1.0883 0.8573 -2.29 -1.00 -0.71
H -3.7267 -3.1994 0.0759 -0.15 3.11 1.79
H -1.4595 1.0208 -1.1854 0.73 -0.21 -3.59
H 2.0880 0.4607 2.8504 -0.29 0.29 -0.97
H 3.2587 -1.1212 0.9720 -0.11 -0.88 0.61
H 1.9374 -1.8426 -0.1530 0.86 1.38 0.65
C -1.7570 1.2687 -0.2500 -0.77 -0.72 0.19
H -2.8304 -1.7031 -2.2626 0.16 0.76 0.30
H 4.0308 -1.0353 -1.3695 0.71 -1.37 -0.90
C -2.8055 0.1877 0.0735 0.65 1.13 0.66
C -2.2988 2.6958 -0.3225 -3.08 -0.96 1.35
C -3.6875 -2.0501 0.6273 -0.95 -2.34 -2.27
H 2.9515 0.3031 -1.7175 0.17 -0.79 1.11
H 6.3613 1.1623 -0.7812 -2.92 -1.98 -1.48
H -3.5270 -2.2427 1.7737 -0.81 0.83 -2.29
O -1.4601 3.6433 -0.0021 3.20 -0.63 1.43
C -2.5013 -1.3273 -0.0613 0.97 0.83 1.27
C 2.5404 -0.9300 0.1947 -1.46 1.49 -0.79
N 1.3562 0.1802 2.1859 -1.00 1.23 0.69
H -1.5819 -1.4876 0.5688 -0.69 -0.03 -0.38
```
Forces are in eV/Å.

No. 3
A single C11H20N2O5 molecule in a non-equilibrium geometry. Source: OMol25; level of theory: ωB97M-V/def2-TZVPD.

Calculated values
- LUMO energy: 0.39 eV
- ΔE to the lowest compared entry with this formula, charge and spin: 42.9 kJ/mol
- HOMO level: -10.1 eV
- SMILES: CC[C@H](C)[C@H](N)C(=O)N[C@@H](CCC(=O)O)C(=O)O

The geometry in XYZ format:
```
38
Properties=species:S:1:pos:R:3:forces:R:3
C -2.4149 -1.1995 1.3416 0.18 0.12 -1.34
H -5.1827 -0.2179 1.1894 0.32 0.00 0.47
H 2.7150 -0.4910 1.4486 -0.03 -0.67 0.41
H 4.3816 0.7984 -0.7424 0.37 1.32 -0.40
H -3.6842 0.6584 -1.4365 -0.10 -0.37 0.51
C -2.6332 -0.7895 -0.1363 -0.66 0.84 -0.02
H -5.7832 0.7904 -0.0878 -0.26 0.20 -0.10
H 1.0513 -0.6387 -0.4360 0.42 -0.96 -0.67
O 0.9254 3.2655 -0.2783 2.83 0.99 -0.66
H 5.7283 -0.8012 -1.6354 -0.02 0.52 -0.72
C 2.0276 2.5265 -0.0429 -0.55 -0.48 -0.45
H 3.6355 0.9797 1.5552 0.22 0.30 0.46
N -0.4890 -1.6608 -1.2070 0.02 0.36 2.80
C -5.0949 -0.0121 0.1363 0.67 -0.41 -1.41
O 4.8979 -1.6411 1.1197 0.73 0.96 -1.49
H -3.1001 -1.6605 -0.6131 0.30 0.02 -0.26
O 5.9123 -1.2730 -0.8327 0.33 -0.37 0.59
H -3.3476 1.2919 0.1719 0.03 -0.52 -0.21
H -3.3167 -1.5588 1.7855 -0.69 -0.34 0.17
O 3.1570 2.8634 -0.2634 -0.26 0.69 -0.15
H 0.1738 2.7842 0.0225 -1.89 -0.95 0.71
H 3.3246 -0.4752 -1.1191 -0.12 -0.15 0.11
H -5.4407 -0.9212 -0.4009 0.09 0.47 0.26
O -0.9943 1.5554 0.3567 0.47 0.29 -0.81
H -0.5823 -2.3837 -0.4514 0.00 0.99 -1.03
H -2.0798 -0.3897 1.9354 0.42 1.01 0.55
C -3.6615 0.3767 -0.3626 -0.41 -0.21 1.12
H -1.6736 -1.9859 1.4173 0.17 -0.30 0.01
H 1.3062 1.4027 1.5369 -0.55 0.00 0.46
C 3.9047 -0.0330 -0.3010 -1.05 -0.09 0.42
H -0.7481 -2.0740 -2.0473 -0.58 -0.83 -1.65
C -1.3345 -0.4599 -0.9080 0.08 -1.24 -0.54
C -0.4815 0.6029 -0.2454 -1.04 -1.12 1.54
C 4.9643 -1.0064 0.0747 -0.99 -1.99 2.17
C 1.7451 1.1626 0.5811 0.23 -1.19 -0.12
C 3.0171 0.3831 0.9143 0.34 0.14 -1.62
N 0.8021 0.2754 -0.1635 0.97 2.97 0.90
H -1.6272 -0.0443 -1.8762 -0.02 -0.02 -0.02
```
Forces are in eV/Å.

No. 4
C11H20N3O2Pt as an isolated structure in a non-equilibrium geometry. Source: OMol25; level of theory: ωB97M-V/def2-TZVPD.

Calculated values
- LUMO energy (spin up / spin down): -10.02 / -14.65 eV
- Charge: +3
- HOMO level (spin up / spin down): -19.1 / -20.6 eV
- 2S+1: 5

The geometry in XYZ format:
```
37
Properties=species:S:1:pos:R:3:forces:R:3
N 1.1345 -0.8333 -3.1399 1.20 5.81 2.01
H 1.8902 -2.4619 -0.6940 -0.04 0.00 0.15
H -0.3019 -1.0460 3.5642 0.01 0.14 -0.11
H 2.8977 3.6339 -1.2262 -0.09 -0.04 -0.21
C 1.4094 -2.1576 0.2298 -0.71 0.93 -0.05
H 1.8924 -1.3556 -2.8898 1.85 -3.33 -0.21
H -2.7770 -0.1280 -0.5689 -0.21 -0.21 0.88
C -2.8364 -0.2510 2.8221 -0.69 -0.47 1.86
H 2.5561 0.5643 -3.9727 -0.06 -0.16 -0.08
H 0.6740 -0.7613 -3.9721 -1.61 -1.75 -3.15
H -3.9418 -0.2803 2.9433 0.73 0.09 -0.26
H 1.6314 4.2519 -2.3511 0.16 -0.17 0.01
C 0.4978 -0.9890 0.2325 2.29 -1.99 -1.96
C 2.6115 3.7708 -2.2738 0.16 1.59 0.65
H -2.9948 1.2155 1.4166 0.45 -0.74 0.08
O 0.9967 1.8463 -1.5132 -0.27 0.88 0.93
H -1.5337 0.1598 -1.8387 0.74 0.10 -0.31
H -4.0865 -0.7088 0.5114 0.77 0.14 0.12
H -0.9204 1.1291 0.3634 -0.26 -0.25 0.63
H -0.7077 1.3324 2.1120 -0.50 -0.42 -0.31
N -2.4891 0.3014 1.5024 -0.45 0.89 -0.16
C -1.0438 0.6058 1.3397 1.22 0.79 0.21
C -2.9853 -0.5766 0.4273 -0.92 -0.91 -1.38
H 3.3520 4.4178 -2.7522 -0.14 -0.42 -0.08
C 1.6369 -2.8357 1.3656 -0.16 -0.13 0.94
N 1.8567 0.4677 -3.2386 0.61 0.74 -0.18
H 2.3049 -3.6911 1.3659 -0.09 0.05 0.17
C 0.1515 -1.3531 2.6286 -2.49 4.15 -2.58
C 1.7238 1.6064 -2.4635 5.07 2.59 -4.37
H -2.4281 0.3890 3.6344 -0.21 -0.36 -0.62
C 0.9816 -2.4101 2.6241 2.32 -2.49 -1.34
C -0.1210 -0.6024 1.3673 -1.02 -0.78 5.04
H 1.1806 -2.9503 3.5442 0.07 -0.06 -0.07
O 2.6108 2.5178 -2.9613 -2.10 -2.56 0.97
Pt 0.1567 0.0544 -1.5516 -5.22 -3.09 2.88
H -2.4719 -1.2922 2.9385 -0.17 0.71 -0.30
H -2.5076 -1.5798 0.4742 -0.25 0.74 0.18
```
Forces are in eV/Å.

No. 5
C11H20NO4 as an isolated structure in a non-equilibrium geometry. Source: OMol25; level of theory: ωB97M-V/def2-TZVPD.

Calculated values
- LUMO energy: -4.82 eV
- Charge: +1
- HOMO level: -12.4 eV

The geometry in XYZ format:
```
36
Properties=species:S:1:pos:R:3:forces:R:3
C 0.0265 -1.4973 -1.7252 0.55 -0.63 -0.23
H 1.1074 1.1195 -1.7363 -0.11 -0.10 0.03
H -1.4462 1.0127 -0.8275 0.03 0.12 0.07
N -1.8698 -1.0950 2.2777 -0.03 -0.30 0.40
O 2.9961 -1.2336 -2.6272 2.86 0.07 -0.12
C -1.3800 -0.2093 3.3388 0.11 0.14 -0.02
O -0.9421 -2.3833 -1.9118 0.29 0.50 -0.33
H -2.2345 0.2231 3.8638 0.12 -0.01 -0.11
C -0.6231 -1.9552 0.3764 0.26 0.47 -0.03
H 0.5342 2.7218 0.7708 -0.05 -0.15 -0.08
H 2.2195 1.6600 -0.4937 -0.13 0.01 -0.12
C -0.8969 -2.1034 1.8455 0.10 0.13 -0.03
H -0.7932 0.6176 2.9223 -0.06 -0.12 0.04
O 0.7718 -1.1883 -2.6702 -2.70 -0.25 0.05
H 3.4201 -0.4163 -2.9383 0.26 -0.21 -0.06
H 0.0450 -2.0062 2.4014 -0.13 -0.06 -0.09
C 0.1308 3.4331 -1.2115 0.10 -0.09 -0.14
C 1.1934 -0.0967 0.0960 0.34 -0.18 0.33
C -1.3476 -2.7974 -0.6095 -0.20 -0.49 0.17
H 2.1754 -0.5768 -0.0326 -0.05 0.12 0.07
H 1.1067 0.0994 1.1713 -0.06 -0.11 -0.15
C 0.1943 2.3001 -0.1848 -0.29 0.01 -0.15
H -0.2516 3.0433 -2.1642 0.00 0.08 0.12
H 3.2373 -1.9832 -3.1967 0.15 0.16 -0.04
C -1.2074 1.7034 -0.0060 -0.08 0.03 -0.15
H 1.9246 -1.0983 -2.5987 -1.16 0.19 0.24
C 0.1974 -1.1376 -0.3105 -0.46 0.25 0.13
H -1.3438 1.1617 0.9321 0.04 -0.01 -0.14
H -1.9610 2.4944 -0.0533 0.07 -0.09 0.14
H 1.1186 3.8605 -1.4114 -0.10 0.03 0.09
O -2.0586 -3.7262 -0.4753 -0.01 0.34 0.02
C 1.2134 1.2527 -0.6556 0.20 0.04 0.31
H -2.6740 -1.5861 2.6469 -0.07 0.08 -0.20
H -1.2873 -3.1129 2.0069 0.12 0.09 0.02
H -0.7527 -0.7301 4.0742 -0.08 0.02 -0.02
H -0.5428 4.2298 -0.8837 0.16 -0.09 -0.02
```
Forces are in eV/Å.

No. 6
An isolated ion of composition C11H20NO4P2S and charge +1 in a non-equilibrium geometry. Source: OMol25; level of theory: ωB97M-V/def2-TZVPD.

Calculated values
- LUMO energy: -5.20 eV
- Charge: +1
- HOMO level: -11.9 eV
- SMILES: CCOP(=O)(CC[n+]1cc(O)cc([PH2]=S)c1)OCC

The geometry in XYZ format:
```
39
Properties=species:S:1:pos:R:3:forces:R:3
C -3.8765 -0.8475 2.0468 0.62 0.12 -0.18
C -3.3146 0.5689 2.6164 -2.19 -1.75 1.36
C -0.0972 1.0606 0.0104 -0.22 0.69 -0.74
S -0.0950 -2.3422 -6.8378 0.23 -0.03 0.36
C 2.9926 0.1196 -3.3573 -2.29 -2.40 -0.19
N 0.9620 -0.5159 -1.7859 1.74 -0.67 -4.04
C 2.1221 0.2966 -2.0598 0.66 -1.10 -2.36
H -3.0228 -1.5137 1.6807 -1.02 1.04 0.62
H -0.8195 1.5985 -0.7145 1.05 -0.77 1.29
O 4.1619 0.8954 -3.6212 -1.89 -2.08 1.61
H 0.9610 3.7535 4.6570 0.23 -1.71 0.40
H -4.2653 1.1643 2.9013 1.82 -0.43 -0.81
C 2.5912 -0.9783 -4.4106 -2.42 0.81 3.60
P 0.5853 -3.1605 -5.2139 -0.82 1.14 -1.18
C 1.0995 2.6331 4.8447 -0.35 -1.22 -0.50
C -0.0617 1.7390 4.1335 1.36 0.37 2.59
H 2.1018 2.2461 4.4208 -1.54 0.89 0.60
O -0.7395 -0.5006 2.3090 0.19 3.52 -1.61
H 3.1866 -1.1584 -5.3637 -0.86 0.41 1.48
H -4.5703 -0.6808 1.1435 0.86 -0.16 1.58
H -0.9360 -0.8043 -0.8629 1.81 0.55 0.52
H -4.4022 -1.4389 2.8904 0.67 1.20 -1.40
C 0.1112 -0.4259 -0.5509 -1.22 -0.12 0.92
H -2.7755 0.3761 3.6137 -0.49 0.34 -1.74
C 0.5625 -1.5324 -2.7573 2.30 0.76 -1.59
H -1.0804 1.9606 4.6070 1.28 -0.06 -1.07
C 1.3157 -1.8019 -4.0865 1.33 2.16 3.50
H 0.8574 1.7015 0.0298 -1.40 -1.14 0.28
H 2.4485 1.1175 -1.3200 -0.81 -1.64 -1.23
O 0.0219 2.0406 2.7114 -2.25 -2.03 -1.60
H 1.0968 2.3473 5.9548 -0.08 0.74 -1.54
O -2.5218 1.2997 1.6406 2.87 -0.22 0.47
H 4.8769 0.4751 -3.0765 -0.59 0.67 -0.64
H 0.5209 -1.1760 0.2041 -0.47 1.30 -0.79
H 1.5388 -4.1687 -5.5634 -0.13 0.37 1.04
H -0.3638 -2.1744 -2.5150 1.69 1.38 -0.20
H 0.1964 0.6499 4.3985 -0.51 1.52 -0.96
H -0.5105 -3.7659 -4.4792 1.23 0.23 0.18
P -0.8583 0.9421 1.7619 -0.40 -2.68 1.95
```
Forces are in eV/Å.

No. 7
A single C11H20O2Si molecule in a non-equilibrium geometry. Source: OMol25; level of theory: ωB97M-V/def2-TZVPD.

Calculated values
- LUMO energy: 0.43 eV
- ΔE to the lowest compared entry with this formula, charge and spin: 0.0 kJ/mol
- HOMO level: -9.4 eV
- SMILES: CC(C)(C)[Si](C)(C)O[C@@H]1C=CC(=O)C1

The geometry in XYZ format:
```
34
Properties=species:S:1:pos:R:3:forces:R:3
H -0.8062 -1.6381 3.0668 -0.11 0.13 0.06
C -0.0409 -1.8946 0.9319 -0.43 0.53 -0.68
H -1.4652 3.1385 -0.7525 0.04 0.25 0.01
H 2.2460 1.0562 -1.0013 0.48 -0.45 0.03
C -2.2766 0.7522 0.3130 -0.40 0.05 -0.30
C -0.7626 -0.4968 -2.0674 0.66 0.29 0.80
O 1.9455 -4.7750 1.5738 0.40 -0.86 0.20
H 0.7195 -3.4294 -0.5192 0.18 0.23 0.74
H 2.1662 2.6894 -1.6413 -0.12 -0.40 -0.16
H -0.2339 2.5366 1.3822 0.04 -0.04 -0.09
C -0.2005 -2.2362 2.4064 0.47 0.57 -0.48
H -2.8898 1.3587 -0.3765 0.23 -0.28 0.18
H -1.1352 -1.4952 -1.8835 -0.15 -0.37 -0.24
H 0.2423 -0.5500 -2.5104 -0.34 -0.18 -0.01
H -0.9675 2.5143 -2.3166 0.20 0.20 0.13
Si -0.5902 0.4020 -0.4081 -0.21 0.08 -1.03
O 0.2939 -0.5015 0.6590 0.17 -1.53 0.78
H -2.8380 -0.1742 0.5049 0.15 0.24 0.09
H -0.0676 3.8743 -1.5916 -0.20 0.22 -0.10
C 0.5179 -3.2977 2.7544 -0.50 0.64 0.63
C 1.2288 -3.8147 1.6089 0.70 -0.21 -1.16
H 1.9191 -2.3622 0.2442 0.48 0.17 -0.16
H -2.1809 1.3270 1.2340 -0.09 -0.12 0.15
C 1.0044 -2.9034 0.4173 -0.90 0.47 -0.04
H 0.6371 -3.6918 3.7447 -0.12 -0.29 0.21
H -0.9962 -2.0893 0.4373 -0.18 -0.11 0.02
C -0.5910 2.9410 -1.3732 -0.11 0.15 -0.29
C 0.6583 2.4506 0.7597 1.15 0.17 -0.61
H 1.3982 1.3392 -2.5308 -0.15 0.06 0.00
C 0.3686 2.0011 -0.6780 -1.03 -1.61 0.24
H 1.3920 1.7736 1.2320 -0.41 0.30 -0.05
H -1.4228 0.0323 -2.7425 -0.19 0.04 -0.17
H 1.1186 3.4280 0.6628 0.17 0.47 0.45
C 1.6085 1.7351 -1.5406 0.11 1.21 0.86
```
Forces are in eV/Å.

no.,DFT total energy (eV)
1,-24945.2421
2,-24947.2412
3,-24950.4702
4,-23505.4809
5,-21404.1952
6,-50813.8503
7,-23705.3300